{"formula": "C9H18ClGaIO3P", "method": "ωB97M-V/def2-TZVPD", "elements": ["C", "C", "H", "H", "H", "O", "I", "Ga", "P", "C", "C", "H", "H", "H", "C", "H", "H", "H", "H", "H", "H", "C", "O", "Cl", "C", "C", "C", "O", "H", "H", "H", "H", "H", "H"], "coordinates": [[0.6583, -2.2203, -0.2379], [2.0084, -1.5608, -0.2576], [0.8096, -3.3175, -0.2333], [0.0640, -1.9742, -1.1291], [0.0529, -1.9299, 0.6332], [3.0077, -2.0176, -0.7835], [2.2118, 0.2790, 0.7834], [-2.7550, 0.3818, 0.1853], [-0.4959, 0.6462, -1.8155], [1.1259, 1.0107, -2.6248], [-1.1790, -0.3968, -3.1816], [-2.2708, 2.3300, -1.7708], [-1.4174, 2.3055, -3.3529], [-0.6500, 3.0595, -1.9135], [-1.2953, 2.2456, -2.2650], [-2.1968, -0.7127, -2.9192], [-1.1887, 0.1880, -4.1114], [1.0161, 1.0659, -3.7187], [1.8668, 0.2416, -2.3800], [-0.5488, -1.2888, -3.3107], [1.5012, 1.9702, -2.2540], [4.9466, -0.6286, 0.5117], [6.0396, -0.8349, 0.7486], [-4.3670, 1.2500, 1.4504], [-1.4087, 1.0297, 3.5813], [-0.9953, -0.1977, 2.8641], [0.1390, -0.9454, 3.4704], [-1.5287, -0.6216, 1.8035], [-1.3550, 0.8370, 4.6644], [-2.4157, 1.3266, 3.2955], [-0.7021, 1.8340, 3.3511], [0.2492, -1.9355, 3.0316], [1.0692, -0.3812, 3.3320], [0.0036, -1.0379, 4.5528]], "forces_ev_per_a": [[-0.4604, -0.3431, 0.5011], [2.8355, -3.4515, -2.6025], [0.1046, 0.5820, -0.0494], [0.4146, 0.0226, 0.0961], [0.2914, -0.0237, -0.2773], [-3.1427, 1.6137, 1.6077], [-0.1113, 1.2766, 0.1467], [-0.0625, -0.0408, 1.5729], [-0.3357, 1.0493, -2.0348], [0.6363, -0.1588, 0.7177], [-0.2223, -0.6812, 0.7986], [0.0968, 0.2186, -0.3023], [0.0679, 0.0092, 0.2695], [-0.2780, -0.0459, -0.0849], [-0.0996, 0.0379, 0.7194], [0.1945, -0.0255, -0.2970], [0.0639, -0.1189, 0.3496], [-0.2177, -0.0692, 0.3914], [-0.0492, 0.1274, -0.2579], [-0.2745, 0.1990, -0.0737], [-0.0059, -0.1645, -0.0515], [2.5614, -0.2803, 0.7929], [-2.4181, 0.3866, -0.6413], [0.9180, -0.4638, -0.9776], [-0.4225, -0.0569, 0.1454], [-0.3780, -0.4320, -0.7292], [0.0572, -0.4984, 0.1253], [0.4279, 0.9790, 0.4513], [-0.0328, 0.2236, -0.3856], [0.0914, 0.1277, 0.0674], [-0.0006, 0.0035, 0.0498], [0.0324, 0.0192, 0.0033], [-0.2473, -0.0152, 0.1292], [-0.0347, -0.0061, -0.1708]], "total_charge": 2, "gap_ev": [6.79, 4.31], "homo_energy_ev": [-16.79, -15.55]}

{"formula": "C9H18F2N3", "method": "ωB97M-V/def2-TZVPD", "elements": ["C", "C", "C", "C", "C", "C", "C", "C", "C", "N", "N", "N", "F", "F", "H", "H", "H", "H", "H", "H", "H", "H", "H", "H", "H", "H", "H", "H", "H", "H", "H", "H"], "coordinates": [[0.6992, 0.4610, -1.0931], [-0.9492, -1.3587, -1.2257], [-1.7196, 0.9067, -0.6010], [2.5578, 1.7382, 0.0003], [-0.1272, -2.9941, 0.5065], [-1.3587, 1.8868, 1.6263], [2.1143, 0.8901, -1.1675], [-0.7784, -2.8956, -0.8763], [-2.2995, 1.8750, 0.4004], [0.3907, -0.8305, -1.1597], [-1.6966, -0.5283, -0.2737], [-0.2758, 1.3036, -0.8150], [-2.2260, 1.0711, -1.8748], [-2.9476, -0.9741, 0.0651], [-1.1954, -1.2727, -2.3079], [1.8138, 2.4170, 0.4212], [3.3570, 2.3993, -0.3952], [2.9023, 1.0584, 0.7844], [0.2130, -3.9760, 0.6005], [-0.8494, -2.8329, 1.3671], [0.6497, -2.2703, 0.6355], [-1.5693, 1.0540, 2.2496], [-1.7588, 2.6548, 2.2563], [-0.3185, 2.0168, 1.2908], [2.6794, -0.0221, -1.2055], [2.0996, 1.4687, -2.1344], [-1.7140, -3.3452, -0.9452], [-0.1429, -3.2678, -1.6429], [-2.4058, 2.8495, -0.0767], [-3.2400, 1.5149, 0.7590], [0.9461, -1.5587, -1.6357], [0.0682, 2.3104, -0.8095]], "forces_ev_per_a": [[-1.0672, -1.6125, 0.8471], [-0.7536, -0.7878, -0.6170], [1.2776, -0.2737, -1.5037], [0.8710, 0.6455, -0.1287], [-2.2463, 0.4784, 0.6764], [-0.8672, 0.9269, -0.8665], [-1.3768, 0.8062, -1.4084], [0.3443, 3.4413, 1.5266], [0.9361, -0.9838, 0.5150], [0.8607, -0.1960, -0.9965], [1.4708, 1.2062, 0.4905], [1.0634, 1.0162, -0.1537], [-0.8486, 0.1180, 0.0709], [-0.2696, -0.1290, -0.5491], [-0.8637, 0.1120, 0.6410], [-0.1339, -0.1801, -0.1085], [-0.1473, -0.5611, 0.7318], [0.1604, 0.4957, 0.0409], [0.9455, -1.5003, 0.4460], [0.6088, -0.0908, -1.2136], [0.6442, 0.1300, 0.0709], [0.5272, -1.3442, 0.1400], [0.5069, 1.0850, 0.3033], [-0.4841, -0.0066, 1.0285], [0.6122, -0.1221, -0.5111], [0.7228, -0.5938, 0.6917], [-1.5452, -0.9913, -0.0685], [0.5540, -0.5369, -0.7584], [0.0070, -0.1036, -0.0307], [-0.8509, -0.0727, -0.2256], [0.7445, 1.3148, 0.6852], [-1.4030, -1.6900, 0.2343]], "total_charge": 1, "de_lowest_kcal_mol": 0.0, "gap_ev": 10.71, "homo_energy_ev": -13.76}

Number 1 is which compound?
C9H18ClGaIO3P

What is the formula in the first record?
C9H18ClGaIO3P